(1)
Here is a structure of composition C8H24NiO8S5 from the OMol25 dataset. Energies are from ωB97M-V/def2-TZVPD.

Results
Spin multiplicity: 4
Orbital gap (spin up / spin down), Eh: 0.0768 / 0.2645
HOMO (spin up / spin down), eV: 0.07 / -4.96
Energy, eV: -120280.4889
LUMO (spin up / spin down), eV: 2.156 / 2.233
Net charge: -1

Positions of all 46 atoms, in Å:
C 2.903 -1.388 -1.139
S -2.519 1.857 1.361
S 1.653 2.490 2.454
H -3.498 -1.346 -3.784
H 1.757 3.543 0.291
H 3.441 0.274 -3.286
H -3.730 -1.195 -2.003
H 3.932 -1.579 -1.443
O -2.112 0.440 1.378
C 0.432 -3.293 2.484
O -1.468 2.346 0.505
O -1.240 -0.192 -1.098
C 0.452 3.817 2.839
H 2.646 -1.822 -0.172
H 0.292 -2.554 3.273
H -1.505 -3.038 -3.447
O 0.247 -1.059 0.963
H 3.367 3.054 0.746
H -0.104 -2.623 -2.572
H 3.181 1.906 -2.908
S -1.492 -0.677 -2.532
Ni -0.429 0.692 0.445
C -3.286 -0.753 -2.895
S 2.608 0.464 -1.006
C 2.726 0.924 -2.781
H 1.510 -3.447 2.548
O -2.431 2.386 2.725
H -0.153 4.104 1.978
S -0.098 -2.531 0.896
H -2.196 -2.390 2.184
C -1.187 -2.506 -2.550
C 2.431 3.450 1.142
H 1.747 0.715 -3.211
C -1.886 -2.659 1.174
H -2.267 -3.645 0.908
H 1.002 4.740 3.024
H -0.110 -4.196 2.763
H 2.795 4.435 1.435
H 2.273 -1.807 -1.924
H -2.320 -1.957 0.463
H -3.758 0.219 -3.043
O 1.184 0.704 -0.626
O -3.793 2.054 0.683
O 0.787 1.441 1.780
H -1.493 -3.005 -1.630
H -0.292 3.606 3.607


(2)
Here is a structure of composition C21H33KN9S from the OMol25 dataset. Energies are from ωB97M-V/def2-TZVPD.

Results
Orbital gap, Eh: 0.2424
HOMO, eV: -4.45
Energy, eV: -62883.9336
LUMO, eV: 2.145
Net charge: -1

Positions of all 65 atoms, in Å:
H 0.258 3.225 -1.562
H 1.749 0.544 -1.313
N -3.189 -0.304 0.195
N -0.625 1.236 2.270
C -5.037 1.091 -0.365
C -2.662 1.874 -0.746
H -1.569 5.015 -1.963
H -2.002 1.433 3.884
C 2.840 0.275 -3.032
C 2.912 -1.206 -3.399
H 1.683 0.877 -4.757
H 0.808 2.321 1.265
C -3.649 0.865 -0.295
C -1.644 -0.650 3.516
H 3.076 -1.337 -0.880
H 1.484 1.937 -3.350
H 2.725 -1.572 3.236
H -6.990 0.300 -0.007
H -0.388 0.923 4.318
N 0.922 -2.393 -0.810
H -2.560 -0.691 2.919
C -1.725 4.006 -1.600
S -3.303 3.476 -1.227
N 1.700 -0.276 1.870
H 2.075 -1.764 -2.977
C -1.162 0.811 3.553
N -0.311 -6.114 -3.053
N -0.668 -1.528 2.879
H 0.670 -0.987 4.385
H 2.331 -0.295 1.072
C -5.438 -1.086 0.544
C -0.796 3.035 -1.376
C -5.923 0.122 0.055
K -0.466 -0.577 0.267
C -0.181 -4.979 -2.825
H 0.684 2.781 2.973
N 2.723 0.535 -1.572
H -1.081 -2.412 2.619
N 3.359 -0.381 -0.679
H 4.029 2.055 -3.329
C 1.602 0.897 -3.668
C 0.610 -1.710 3.568
H 4.241 0.825 -4.603
H -1.904 -0.958 4.539
H 0.689 -2.695 4.037
H -5.406 2.027 -0.764
H 1.831 -2.333 1.907
H 1.798 0.756 3.691
H 3.844 -1.667 -3.061
H -3.637 -2.163 0.956
H -6.094 -1.881 0.872
H 2.870 -1.307 -4.486
N -0.060 -3.676 -2.668
C -1.302 1.774 -0.880
C 1.807 -1.512 2.629
H 2.758 1.482 2.422
C 0.655 1.929 2.276
C 1.809 0.971 2.618
H 0.699 0.353 -3.377
H 4.986 0.597 -3.011
H -1.300 1.718 1.689
C -4.067 -1.234 0.587
C 0.457 -3.061 -1.658
C 4.099 0.982 -3.528
H 4.359 -0.297 -0.791


(3)
Here is a structure of composition C8H12B2F4N4O4Te4Ti from the OMol25 dataset. Energies are from ωB97M-V/def2-TZVPD.

Results
Spin multiplicity: 3
Orbital gap (spin up / spin down), Eh: 0.2228 / 0.1847
HOMO (spin up / spin down), eV: -7.47 / -7.51
Energy, eV: -87158.9536
LUMO (spin up / spin down), eV: -1.409 / -2.480

Positions of all 39 atoms, in Å:
Te 2.820 1.134 0.889
N 0.143 1.199 -1.581
C -2.179 1.159 -1.402
C 1.641 -2.377 0.528
H 2.479 -3.896 -0.671
B -2.475 -1.522 0.845
Te 0.322 4.161 2.046
H -1.430 0.887 -4.176
C -3.557 1.501 -1.833
F -3.624 -2.130 1.230
N -1.900 0.401 -0.410
N 1.481 -1.352 -0.220
H -3.690 1.254 -2.887
O 1.294 0.992 -2.314
H -4.274 0.950 -1.233
O -2.873 -0.121 0.361
B 1.547 -0.497 -2.433
F 2.320 -0.695 -3.529
O -1.523 -1.561 2.033
Te -0.953 1.815 2.211
C -0.941 1.453 -2.210
H 0.889 -4.233 2.687
C 0.479 -2.528 1.485
H -0.037 1.976 -4.054
C 2.685 -3.404 0.282
H 3.659 -2.925 0.188
C 0.100 -3.851 2.037
H -1.700 2.598 -3.833
H 2.715 -4.146 1.075
N -0.229 -1.469 1.572
Te 2.886 3.319 2.309
O 2.325 -1.137 -1.253
F -1.794 -2.099 -0.239
H -0.028 -4.558 1.215
Ti 0.062 0.113 0.211
H -3.740 2.572 -1.716
H -0.830 -3.768 2.591
C -1.024 1.760 -3.658
F 0.300 -1.136 -2.421


Q: Which of these has the lowest energy?
A: C8H24NiO8S5


Please write out number 3 again, unchanged.
Here is a structure of composition C8H12B2F4N4O4Te4Ti from the OMol25 dataset. Energies are from ωB97M-V/def2-TZVPD.

Results
Spin multiplicity: 3
Orbital gap (spin up / spin down), Eh: 0.2228 / 0.1847
HOMO (spin up / spin down), eV: -7.47 / -7.51
Energy, eV: -87158.9536
LUMO (spin up / spin down), eV: -1.409 / -2.480

Positions of all 39 atoms, in Å:
Te 2.820 1.134 0.889
N 0.143 1.199 -1.581
C -2.179 1.159 -1.402
C 1.641 -2.377 0.528
H 2.479 -3.896 -0.671
B -2.475 -1.522 0.845
Te 0.322 4.161 2.046
H -1.430 0.887 -4.176
C -3.557 1.501 -1.833
F -3.624 -2.130 1.230
N -1.900 0.401 -0.410
N 1.481 -1.352 -0.220
H -3.690 1.254 -2.887
O 1.294 0.992 -2.314
H -4.274 0.950 -1.233
O -2.873 -0.121 0.361
B 1.547 -0.497 -2.433
F 2.320 -0.695 -3.529
O -1.523 -1.561 2.033
Te -0.953 1.815 2.211
C -0.941 1.453 -2.210
H 0.889 -4.233 2.687
C 0.479 -2.528 1.485
H -0.037 1.976 -4.054
C 2.685 -3.404 0.282
H 3.659 -2.925 0.188
C 0.100 -3.851 2.037
H -1.700 2.598 -3.833
H 2.715 -4.146 1.075
N -0.229 -1.469 1.572
Te 2.886 3.319 2.309
O 2.325 -1.137 -1.253
F -1.794 -2.099 -0.239
H -0.028 -4.558 1.215
Ti 0.062 0.113 0.211
H -3.740 2.572 -1.716
H -0.830 -3.768 2.591
C -1.024 1.760 -3.658
F 0.300 -1.136 -2.421


Q: Among the records above, which one has the lowest energy?
A: C8H24NiO8S5


Q: Which of these has the lowest energy?
A: C8H24NiO8S5